Entry 1:
Formula: C3H10BN
Source: the OMol25 dataset
Level of theory: ωB97M-V with the def2-TZVPD basis set

Structure (XYZ):
```
15
Properties=species:S:1:pos:R:3:forces:R:3
N -1.8336 -1.1683 0.0671 0.877 -4.282 1.311
C 0.8652 0.6810 0.8127 0.394 -0.717 1.221
C 2.1347 -1.0886 -0.2864 1.439 1.376 -0.877
C 1.1846 0.0295 -0.2809 -0.936 2.057 -0.421
B -1.5385 -2.3695 0.3857 -0.623 3.193 -1.960
H 0.7297 0.5186 -1.1587 0.341 -1.071 -0.148
H -1.1728 -3.4477 0.1717 0.054 -0.439 0.621
H 1.3388 0.3659 1.7698 -0.749 0.526 -0.466
H -2.1787 -0.2653 0.0403 -0.441 1.404 0.012
H -0.4800 3.2756 -0.8073 -1.560 1.173 -3.189
H -0.8633 3.5605 -1.5816 1.568 -1.180 3.186
H 1.7697 -1.7385 0.5222 0.659 -0.566 -0.812
H 2.1692 -1.4063 -1.3660 0.343 -0.752 1.506
H 0.0686 1.3864 0.7397 -0.113 0.741 0.537
H 3.1323 -0.5740 0.0078 -1.254 -1.462 -0.521
```
Positions in Å, forces in eV/Å.

Computed properties:
- HOMO level (Eh) = -0.33727
- Kohn-Sham gap (eV) = 9.966


Entry 2:
Formula: C6H7NS
Source: the OMol25 dataset
Level of theory: ωB97M-V with the def2-TZVPD basis set

Structure (XYZ):
```
15
Properties=species:S:1:pos:R:3:forces:R:3
S -2.7822 -0.3541 -0.1349 2.729 -0.418 0.304
N 1.2386 -0.4657 -0.3453 2.824 2.191 -0.661
C 0.8624 -1.7434 -0.0403 3.512 -1.379 -1.374
C -1.0709 -0.6859 -0.0013 -2.584 1.669 0.807
C -0.3077 1.6625 -0.6688 2.180 -0.486 1.322
C -0.4316 -1.8932 0.2436 -1.534 -0.693 -0.408
C 0.0158 1.6008 0.7809 1.479 -2.524 3.930
C 0.0288 0.2919 -0.0953 -1.828 1.447 -0.587
H 2.3229 0.0342 -0.6685 -4.780 -2.550 1.634
H 1.1022 1.5851 1.2444 -2.118 0.959 -1.330
H -1.3236 1.9324 -0.8148 -0.624 -0.225 -0.929
H -1.0003 -2.7891 0.2886 0.106 -0.774 0.313
H 0.5334 1.9014 -1.2945 -0.307 1.047 -0.497
H 1.5555 -2.6090 -0.2206 -0.486 1.200 0.492
H -0.7432 1.5319 1.7270 1.431 0.535 -3.016
```
Positions in Å, forces in eV/Å.

Computed properties:
- SMILES = S=C1C=CNC12CC2
- HOMO level (Eh) = -0.28448
- Kohn-Sham gap (eV) = 7.737


Entry 3:
Formula: C12H23N2O2P2SeSm
Source: the OMol25 dataset
Level of theory: ωB97M-V with the def2-TZVPD basis set

Structure (XYZ):
```
43
Properties=species:S:1:pos:R:3:forces:R:3
Sm 0.5035 1.3165 0.7732 2.657 -2.315 2.458
Se -0.2379 0.8226 5.8724 -0.065 0.276 -0.846
P -2.6375 1.0528 -0.0315 0.275 0.590 -2.899
P 2.4227 -0.8650 1.1113 0.491 -0.069 -0.211
O -0.1703 3.4329 -0.2237 -2.527 0.340 2.361
O 2.2194 1.9462 -0.4935 -0.807 3.050 0.818
N -0.0922 1.4729 2.9998 -0.157 -0.081 -0.254
N -0.0623 -0.6328 -0.7758 -1.038 -0.733 -1.429
C 1.0980 -1.1785 -1.2852 0.480 1.005 1.103
C -2.9639 2.2061 -1.3808 -0.527 -0.144 0.193
C -4.0382 1.1300 1.0416 -0.300 -0.068 1.264
C 1.0679 -2.2118 -2.2207 0.158 -0.287 -0.072
C 2.3891 -0.5754 -0.7093 -0.944 -0.262 -1.242
C 2.3392 -2.6909 1.3398 -0.438 0.227 0.274
C -1.2755 -2.2052 -2.1899 -1.781 0.542 0.383
C -0.1824 1.2307 4.1848 0.258 -0.088 -0.448
C -2.5818 -0.5851 -0.7973 1.151 0.266 0.119
C 4.1958 -0.5574 1.5070 -0.293 0.306 0.305
C -0.1232 -2.7763 -2.6664 1.268 0.897 0.387
C -1.2423 -1.1367 -1.3075 0.887 0.208 0.989
H 0.6681 3.2817 -0.6014 2.449 0.612 -1.182
H -3.2825 -0.4703 -1.6071 -0.301 -0.075 -0.545
H 2.0276 -2.5799 -2.5513 -0.004 -0.114 -0.132
H 3.3564 -3.0914 1.2501 -0.373 -0.044 -0.024
H 2.7633 2.7513 -0.4921 0.307 -0.447 -0.327
H -2.2649 -2.5812 -2.4754 0.463 0.121 -0.050
H -3.0592 -1.2362 -0.0971 -0.116 -0.789 0.557
H -3.1693 3.1986 -0.9514 0.009 -0.249 -0.314
H 1.6785 -3.1325 0.5807 0.185 0.028 0.296
H -3.8499 1.7990 -1.8983 0.275 0.487 0.042
H -1.2910 1.5542 0.0845 -2.812 -0.348 0.517
H -4.2069 0.1359 1.4814 0.145 0.423 0.165
H 3.2865 -1.0639 -1.1313 -0.450 0.287 -0.115
H -0.1366 -3.5769 -3.3794 0.004 -0.308 -0.121
H 2.3958 0.7945 -0.9162 0.734 -3.129 0.185
H -3.9493 1.9043 1.8181 -0.076 -0.314 -0.164
H -2.1122 2.2555 -2.0596 -0.085 0.018 -0.012
H 4.2698 -0.2952 2.5745 0.154 -0.134 -0.394
H 4.5771 0.2804 0.9044 -0.060 -0.304 0.229
H 4.7638 -1.4803 1.3133 -0.092 0.481 -0.005
H -0.1163 3.9002 0.6552 0.200 0.170 -1.432
H 1.9346 -2.9026 2.3446 0.238 -0.072 -0.446
H -4.9119 1.3591 0.4058 0.460 0.042 0.019
```
Positions in Å, forces in eV/Å.

Computed properties:
- expectation value of S² = 8.769
- HOMO level (alpha / beta) (Eh) = -0.49130 / -0.49268
- total charge = +2
- 2S+1 = 6
- Kohn-Sham gap (alpha / beta) (eV) = 5.727 / 5.888


Entry 4:
Formula: C5H9NS
Source: the OMol25 dataset
Level of theory: ωB97M-V with the def2-TZVPD basis set

Structure (XYZ):
```
16
Properties=species:S:1:pos:R:3:forces:R:3
S -2.1408 -1.3938 -0.0561 -1.089 -1.964 -0.791
N 2.8212 -0.8874 0.3089 0.554 -2.201 0.492
C -1.1712 0.8827 0.8997 -2.023 2.621 -3.038
C 3.5678 0.2139 -0.1002 1.488 0.439 0.397
C -1.2360 -0.4143 0.9733 1.089 0.015 1.315
C -2.9639 -0.2465 -1.1785 -0.983 0.790 -0.091
C 2.3528 -1.9169 0.5974 -0.055 0.442 -0.037
H -1.7337 1.5262 0.0829 1.227 -1.333 2.126
H 2.8173 0.8204 -0.4187 -1.779 2.445 -1.603
H -0.5272 1.4223 1.4916 1.269 1.152 1.410
H -4.0087 0.0790 -0.8625 1.434 -0.289 0.220
H -0.5918 -0.8369 1.7783 -0.802 -0.454 -0.943
H -2.2885 0.6620 -1.1960 -1.066 -1.238 -1.026
H 4.3122 0.0918 -0.9161 -0.549 -0.525 0.718
H -3.1939 -0.7865 -2.1404 0.981 0.695 0.803
H 3.9844 0.7840 0.7365 0.304 -0.595 0.051
```
Positions in Å, forces in eV/Å.

Computed properties:
- HOMO level (Eh) = -0.29926
- Kohn-Sham gap (eV) = 8.893


Entry 5:
Formula: C6H10N4O2
Source: the OMol25 dataset
Level of theory: ωB97M-V with the def2-TZVPD basis set

Structure (XYZ):
```
22
Properties=species:S:1:pos:R:3:forces:R:3
O -0.7330 -0.2027 -2.2261 0.316 -0.739 -0.302
O 0.0899 1.8510 -1.8454 0.322 -1.305 0.490
N 0.4234 0.1234 -0.3352 -0.216 1.165 -1.310
N 2.1632 0.1664 1.1113 -0.475 -1.795 2.357
N 1.6655 -0.8672 1.6622 2.361 0.073 -0.875
N -0.2398 -0.8673 0.2477 1.605 -2.165 1.596
C -1.2546 0.2418 -3.4826 -1.308 -0.225 0.316
C 0.1714 1.6992 1.5072 0.943 -0.480 0.886
C 0.4280 -1.3132 1.3153 -2.838 0.086 -0.934
C 1.1543 0.9722 0.5286 -0.851 3.024 -0.854
C -0.1456 -2.4737 2.0863 -1.292 0.909 0.770
C -0.0562 0.6801 -1.5260 -0.463 1.314 -0.491
H 1.7093 1.7178 -0.0621 -0.638 -0.203 0.055
H -1.2775 -2.4763 1.9510 1.628 -0.412 -0.003
H -1.9687 1.0438 -3.2582 0.353 0.076 -0.424
H 0.0567 -2.3620 3.1580 -0.177 0.450 -0.066
H -1.8413 -0.6143 -3.8554 0.467 0.340 0.069
H 0.7841 2.3274 2.1899 -0.618 -0.208 -0.436
H -0.6175 2.2688 1.0072 0.592 0.111 -0.279
H -0.4920 0.5401 -4.1990 0.074 0.062 0.249
H 0.3529 -3.4160 1.9100 -0.137 -0.291 -0.799
H -0.3725 0.9606 2.1154 0.352 0.214 -0.016
```
Positions in Å, forces in eV/Å.

Computed properties:
- SMILES = COC(=O)N1N=C(C)N=N[C@@H]1C
- HOMO level (Eh) = -0.33851
- Kohn-Sham gap (eV) = 8.458


Sequential energy above the lowest of the compared OMol25 structures with the same formula, charge and spin output: 4.023, 3.602, 0.000, 3.152, 2.390 eV